Computed, not measured: a 10-piece molecular cluster, C76H71F3N5O18 overall, with ωB97M-V/def2-TZVPD.

Structure (XYZ):
```
173
Properties=species:S:1:pos:R:3:forces:R:3:mulliken_charge:R:1
F 4.682 0.641 4.003 -0.28 0.01 0.22 -0.2564
C 4.445 1.431 2.982 0.01 -0.41 -0.37 0.4000
F 4.032 2.625 3.327 0.14 0.30 0.27 -0.2515
C 4.589 1.051 1.727 -0.30 0.39 0.23 0.1208
F 4.857 -0.249 1.501 0.39 -0.18 -0.14 -0.3017
C 4.473 1.959 0.546 -0.07 -0.72 -0.39 -0.3405
C 4.142 1.096 -0.678 -0.20 -0.13 0.47 0.0593
N 3.968 1.881 -1.897 0.44 0.56 0.18 0.2040
C 2.988 2.974 -1.916 -0.64 -0.40 -0.67 -0.5805
C 1.551 2.424 -2.066 -0.10 0.15 0.43 -0.3046
C 0.629 2.738 -0.861 0.59 -0.61 -0.72 -1.5752
C 0.811 1.676 0.211 -0.51 0.29 0.39 2.7353
C -0.193 1.728 1.369 0.63 0.18 0.53 -0.6104
C 0.487 1.261 2.667 0.31 0.03 -0.60 -1.3659
C 1.083 -0.148 2.603 -0.26 -0.31 0.63 0.9690
C 0.285 -1.259 3.325 0.94 0.48 -0.77 -0.6445
C 1.228 -2.456 3.561 -0.63 0.03 0.45 -0.8169
C 0.678 -3.819 3.159 0.11 0.12 -0.60 -1.1859
C 0.178 -3.914 1.709 0.14 -0.37 0.14 -0.0511
C 1.254 -3.588 0.666 -0.25 0.12 0.41 -0.7441
N 0.841 -2.646 -0.374 0.28 0.27 -0.70 1.3470
C 1.652 -2.328 -1.435 -0.22 0.93 -0.64 -1.5968
C 0.994 -1.405 -2.236 -0.27 -0.22 0.42 -0.1561
C -0.286 -1.170 -1.654 0.99 -0.51 0.35 -1.3309
C -0.320 -1.939 -0.507 -0.54 0.34 -0.12 0.4531
C 4.670 1.579 -2.961 0.23 -0.06 -0.47 0.7301
N 5.564 0.569 -3.056 0.21 -0.51 0.34 -0.4080
C 6.030 0.589 -4.278 -0.44 0.35 0.46 -0.1476
N 5.487 1.581 -4.987 1.01 -0.97 -0.54 -0.3467
N 4.623 2.216 -4.164 -0.65 0.52 0.40 0.1564
H 3.685 2.679 0.738 0.12 0.30 0.10 -0.0505
H 5.427 2.456 0.371 -0.01 0.27 0.00 0.7021
H 3.239 0.511 -0.507 -0.18 0.02 0.02 -0.7861
H 4.946 0.383 -0.802 0.07 -0.02 -0.37 0.6415
H 3.100 3.604 -1.042 0.11 -0.02 0.25 -0.1085
H 3.188 3.606 -2.778 0.29 0.18 0.07 0.5281
H 1.091 2.794 -2.981 0.12 0.15 -0.10 0.4629
H 1.647 1.346 -2.179 -0.23 -0.16 -0.05 0.0249
H 0.924 3.712 -0.476 -0.39 0.23 0.12 0.3893
H -0.390 2.759 -1.241 -0.20 0.13 0.22 0.4617
H 0.752 0.686 -0.232 0.25 -0.13 -0.18 -1.1255
H 1.799 1.828 0.646 0.18 -0.21 0.02 -0.9376
H -0.473 2.767 1.547 -0.40 0.04 -0.17 0.4672
H -1.069 1.120 1.157 -0.21 0.09 -0.13 0.3288
H -0.164 1.391 3.530 -0.14 -0.15 0.05 0.5641
H 1.322 1.951 2.816 -0.02 0.17 0.14 0.3101
H 2.069 -0.126 3.069 0.11 0.01 0.01 -0.3511
H 1.233 -0.494 1.579 0.11 0.17 -0.17 -0.2375
H -0.072 -0.841 4.262 -0.32 -0.21 0.11 0.5863
H -0.539 -1.524 2.667 -0.40 -0.08 0.28 0.1593
H 2.181 -2.266 3.069 0.12 -0.01 -0.10 0.3977
H 1.430 -2.480 4.631 0.26 -0.15 0.05 0.5239
H -0.138 -4.095 3.817 -0.01 -0.05 0.06 0.1892
H 1.471 -4.562 3.270 0.02 -0.09 0.24 0.4401
H -0.727 -3.333 1.584 -0.01 0.15 -0.08 -0.2298
H -0.127 -4.949 1.560 -0.18 -0.05 -0.09 0.5821
H 1.594 -4.498 0.181 0.03 -0.04 -0.14 0.4225
H 2.117 -3.169 1.183 0.12 0.12 -0.11 0.3263
H 2.642 -2.720 -1.596 -0.15 -0.27 0.37 0.3603
H 1.368 -0.947 -3.137 0.13 -0.14 -0.11 0.5250
H -1.059 -0.525 -2.028 -0.18 0.04 0.04 0.5193
H -1.138 -2.006 0.186 0.04 -0.24 0.13 -0.0563
H 6.754 -0.112 -4.652 0.10 0.05 -0.26 0.5010
H 5.681 1.806 -5.949 -0.32 0.37 -0.02 0.2091
H 4.083 3.010 -4.459 0.00 0.00 -0.10 0.2028
C 4.611 8.114 -0.892 0.04 -0.04 -0.02 -0.4969
C 4.352 6.919 -0.369 0.00 0.00 -0.03 -0.3621
C 2.978 6.545 0.051 -0.04 0.08 0.07 0.3665
O 2.745 5.451 0.529 0.05 -0.16 -0.13 -0.4424
C 1.904 7.548 -0.132 0.00 -0.01 0.01 -0.5299
C 2.161 8.744 -0.655 -0.05 0.04 -0.01 -0.1724
C 3.532 9.122 -1.077 -0.03 0.01 0.03 0.4294
O 3.768 10.208 -1.555 0.01 0.01 -0.02 -0.5415
H 5.605 8.411 -1.203 -0.01 0.04 0.00 0.4329
H 5.121 6.170 -0.221 -0.01 0.00 0.04 0.4800
H 0.911 7.254 0.182 0.01 -0.01 0.01 0.4754
H 1.386 9.490 -0.797 -0.03 -0.03 0.01 0.3997
C 7.241 -5.133 -2.455 -0.04 -0.01 0.00 -0.4669
C 5.929 -5.315 -2.328 0.02 -0.01 -0.02 -0.4683
C 5.090 -4.349 -1.579 0.02 0.04 0.04 0.1676
O 3.892 -4.501 -1.465 0.11 -0.17 -0.04 -0.4273
C 5.765 -3.172 -0.975 0.02 0.03 -0.01 -0.0166
C 7.076 -2.989 -1.102 -0.04 0.03 0.01 -0.2015
C 7.918 -3.955 -1.855 0.02 -0.01 0.02 0.1319
O 9.110 -3.781 -1.977 0.00 0.02 -0.04 -0.5367
H 7.874 -5.824 -2.997 0.03 0.01 0.01 0.4194
H 5.415 -6.164 -2.760 -0.02 0.00 0.02 0.4465
H 5.131 -2.481 -0.432 -0.02 -0.03 0.02 0.4918
H 7.589 -2.139 -0.669 0.04 -0.02 0.00 0.4634
C 0.003 -6.644 6.819 0.01 -0.04 0.02 -0.3130
C -0.327 -7.806 7.376 0.03 0.04 -0.02 -0.3586
C -1.749 -8.185 7.583 0.00 -0.01 0.01 0.3268
O -2.049 -9.242 8.091 0.00 -0.02 0.00 -0.5361
C -2.786 -7.217 7.144 -0.01 0.04 -0.02 -0.3598
C -2.455 -6.055 6.587 -0.03 -0.03 0.01 -0.3729
C -1.035 -5.679 6.381 -0.01 0.02 0.01 0.4362
O -0.732 -4.620 5.870 -0.04 -0.02 0.15 -0.5326
H 1.031 -6.347 6.659 -0.01 0.03 -0.01 0.4300
H 0.413 -8.525 7.703 -0.03 -0.02 0.01 0.4050
H -3.815 -7.513 7.304 0.01 -0.03 0.02 0.4020
H -3.194 -5.335 6.260 0.03 0.02 -0.01 0.4348
C -5.385 -2.493 1.121 0.02 0.00 -0.02 -0.5867
C -6.525 -2.514 0.433 0.04 -0.11 0.06 -0.2747
C -6.547 -2.921 -0.998 0.05 -0.01 0.02 0.4176
O -7.587 -2.938 -1.628 0.17 -0.04 -0.02 -0.5959
C -5.262 -3.303 -1.630 -0.04 -0.06 -0.02 -0.4586
C -4.126 -3.278 -0.938 0.10 -0.03 0.02 -0.0711
C -4.102 -2.873 0.483 0.05 0.00 0.05 0.0591
O -3.051 -2.860 1.098 -0.18 0.10 0.16 -0.3620
H -5.341 -2.199 2.162 0.01 -0.01 0.00 0.4824
H -7.476 -2.237 0.871 0.08 0.02 -0.08 0.3096
H -5.299 -3.598 -2.671 -0.03 0.04 0.02 0.4315
H -3.171 -3.546 -1.373 -0.19 0.07 0.09 0.7623
C -11.430 -0.506 1.014 -0.02 0.01 0.02 -0.4189
C -12.568 -0.527 0.326 0.02 0.01 0.03 -0.4230
C -12.596 -0.933 -1.104 -0.02 -0.02 -0.02 0.3045
O -13.633 -0.949 -1.730 -0.01 0.01 0.00 -0.5368
C -11.307 -1.315 -1.732 0.03 0.01 0.05 -0.4435
C -10.167 -1.295 -1.045 -0.05 0.11 -0.10 -0.0882
C -10.144 -0.889 0.381 -0.03 0.00 -0.02 0.5029
O -9.105 -0.871 1.014 -0.15 0.09 0.04 -0.5486
H -11.385 -0.214 2.055 0.03 -0.01 0.00 0.4213
H -13.518 -0.253 0.765 -0.02 -0.01 -0.03 0.4027
H -11.351 -1.608 -2.773 -0.03 0.01 0.00 0.4467
H -9.217 -1.572 -1.483 -0.08 -0.02 0.09 0.3700
C -2.295 -5.212 -4.720 -0.03 0.00 -0.03 -0.4164
C -1.795 -6.033 -5.639 -0.02 0.03 0.03 -0.4547
C -0.348 -6.372 -5.666 0.00 -0.01 0.00 0.2296
O 0.108 -7.116 -6.505 0.01 0.00 -0.02 -0.5511
C 0.519 -5.760 -4.627 -0.01 0.02 0.01 -0.5085
C 0.021 -4.939 -3.707 0.07 -0.03 0.03 -0.1295
C -1.424 -4.604 -3.684 0.06 0.02 0.00 0.1590
O -1.872 -3.855 -2.841 0.09 -0.10 -0.21 -0.3524
H -3.346 -4.948 -4.682 0.01 0.03 0.02 0.4089
H -2.409 -6.490 -6.405 0.03 -0.02 -0.01 0.4574
H 1.569 -6.020 -4.665 -0.01 -0.03 -0.02 0.4958
H 0.633 -4.476 -2.941 -0.04 0.04 0.00 0.5325
C -6.122 -0.779 -5.019 -0.01 0.05 0.01 -0.1746
C -6.805 0.199 -5.606 0.04 -0.02 0.03 -0.4876
C -7.827 -0.091 -6.645 -0.02 0.00 -0.01 0.3224
O -8.447 0.799 -7.181 0.00 0.02 -0.01 -0.5409
C -8.056 -1.515 -7.001 0.02 -0.04 0.01 -0.4346
C -7.371 -2.493 -6.413 -0.02 0.01 -0.02 -0.3357
C -6.351 -2.200 -5.377 -0.04 0.01 0.04 0.3706
O -5.727 -3.089 -4.836 0.08 -0.08 -0.11 -0.4966
H -5.373 -0.592 -4.259 0.00 -0.04 0.01 0.4905
H -6.656 1.243 -5.360 -0.03 0.01 -0.02 0.4169
H -8.805 -1.705 -7.759 -0.01 0.03 0.00 0.4242
H -7.522 -3.537 -6.656 0.02 -0.01 0.03 0.4291
C -2.389 11.754 -2.067 -0.03 0.01 -0.01 -0.3908
C -2.617 12.945 -2.613 -0.01 -0.04 0.01 -0.3944
C -1.540 13.962 -2.722 0.00 0.01 0.00 0.3018
O -1.746 15.046 -3.218 0.00 0.01 -0.01 -0.5230
C -0.198 13.597 -2.198 0.03 -0.03 0.02 -0.4193
C 0.028 12.406 -1.651 0.01 0.00 0.00 -0.2633
C -1.050 11.392 -1.545 0.00 0.04 0.00 0.5806
O -0.843 10.302 -1.048 0.07 -0.04 -0.01 -0.5525
H -3.159 10.999 -1.977 0.02 -0.02 0.02 0.4123
H -3.587 13.231 -3.001 0.01 0.03 -0.01 0.4027
H 0.573 14.351 -2.287 -0.02 0.02 -0.01 0.4216
H 0.999 12.121 -1.265 0.00 -0.02 -0.01 0.4042
C 5.185 0.431 7.432 0.00 0.02 -0.05 -0.2692
C 6.079 1.120 6.729 0.02 -0.02 0.15 -0.2120
C 7.451 1.353 7.243 0.02 0.01 0.01 0.2918
O 8.263 1.982 6.598 0.00 0.00 -0.02 -0.5457
C 7.790 0.787 8.573 -0.01 -0.02 0.03 -0.3661
C 6.897 0.097 9.277 0.04 0.02 -0.02 -0.4259
C 5.523 -0.137 8.762 0.00 -0.01 0.02 0.2650
O 4.710 -0.767 9.401 -0.01 -0.01 0.00 -0.5265
H 4.179 0.249 7.075 -0.01 -0.02 0.03 0.4850
H 5.855 1.541 5.762 0.04 0.06 -0.03 0.4354
H 8.796 0.968 8.928 0.01 0.02 -0.03 0.4116
H 7.122 -0.324 10.249 -0.03 -0.01 0.00 0.4133
```
Forces are in eV/Å.

total charge: +1
E_tot: -4865.751009 Ha
lowest unoccupied orbital energy: -3.527 eV
M: 1399.4 g/mol
gap between HOMO and LUMO: 6.2653 eV